Version w
Computed, not measured: a cluster of 2 separate species, C8H16 in total, with ωB97M-V with the def2-TZVPD basis set.

```
! wB97M-V def2-TZVPD RIJCOSX def2/J DEFGRID3
* xyz 0 1
C -8.667 -2.944 -2.884
C -7.962 -2.846 -4.036
C -5.636 -2.035 -3.476
C -6.882 -1.835 -4.367
H -9.442 -3.692 -2.683
H -8.484 -2.181 -2.119
H -8.213 -3.576 -4.817
H -5.950 -2.144 -2.425
H -4.999 -1.139 -3.562
H -5.040 -2.919 -3.759
H -7.359 -0.846 -4.222
H -6.630 -1.933 -5.440
C -8.118 -0.760 1.272
C -7.811 0.110 0.283
C -5.673 1.040 1.546
C -6.663 1.094 0.285
H -8.989 -1.419 1.175
H -7.525 -0.832 2.191
H -8.460 0.115 -0.603
H -5.492 -0.037 1.705
H -6.230 1.434 2.413
H -4.700 1.556 1.489
H -7.117 2.070 0.025
H -6.068 0.758 -0.587
*
```

Results
Kohn-Sham gap ... 10.487 eV
Structure (SMILES) ... C=CCC.C=CCC

Results of the Mulliken charge analysis, in e, for atoms 1 through 6:
1. C -0.620
2. C -0.038
3. C -0.901
4. C -0.493
5. H 0.268
6. H 0.088

Version x
Computed, not measured: a cluster of 2 separate species, C8H16 in total, with ωB97M-V with the def2-TZVPD basis set.

```
! wB97M-V def2-TZVPD RIJCOSX def2/J DEFGRID3
* xyz 0 1
C -2.109 -2.893 -0.498
C -2.796 -3.925 -1.394
C -3.132 -2.139 0.354
C -3.861 -3.266 -2.273
C -4.198 -1.480 -0.525
C -4.885 -2.512 -1.421
H -1.570 -2.167 -1.137
H -1.362 -3.388 0.152
H -3.281 -4.688 -0.755
H -2.047 -4.442 -2.025
H -2.624 -1.376 0.974
H -3.626 -2.856 1.038
H -4.370 -4.029 -2.894
H -3.368 -2.550 -2.958
H -3.713 -0.717 -1.164
H -4.946 -0.963 0.106
H -5.631 -2.017 -2.071
H -5.424 -3.239 -0.782
C -1.134 1.683 -0.108
C -2.157 2.197 0.576
H -0.165 2.192 -0.147
H -1.235 0.736 -0.652
H -2.057 3.144 1.119
H -3.127 1.688 0.614
*
```

Results
Kohn-Sham gap ... 11.338 eV
Structure (SMILES) ... C1CCCCC1.C=C

Results of the Mulliken charge analysis, in e, for atoms 1 through 6:
1. C -0.509
2. C -0.663
3. C -0.634
4. C -0.574
5. C -0.402
6. C -0.715

Quick ranking, most stable first: version x, version w.

Version w
Computed, not measured: the molecule C5H5NS, with ωB97M-V with the def2-TZVPD basis set.

```
! wB97M-V def2-TZVPD RIJCOSX def2/J DEFGRID3
* xyz 0 1
C 1.562 0.303 0.200
C 0.791 -0.850 -0.275
C -0.726 -0.691 -0.498
C -1.374 0.582 -0.225
C -1.897 1.659 0.033
H 1.045 1.083 0.828
H 1.324 -1.472 -0.988
H -0.322 -0.967 1.495
H -1.014 -1.302 -1.367
H -2.297 2.612 0.289
N -0.221 -1.505 0.590
S 3.130 0.548 -0.081
*
```

Results
Kohn-Sham gap ... 8.457 eV
Structure (SMILES) ... C#C[C@@H]1N[C@@H]1C=S

Results of the Mulliken charge analysis, in e, for atoms 1 through 6:
1. C -0.351
2. C 0.103
3. C -0.209
4. C -0.702
5. C 0.298
6. H 0.213

Version x
Computed, not measured: the molecule C5H5NS, with ωB97M-V with the def2-TZVPD basis set.

```
! wB97M-V def2-TZVPD RIJCOSX def2/J DEFGRID3
* xyz 0 1
C 1.851 -0.877 -0.021
C 0.487 1.147 -0.092
C -0.448 0.068 0.561
C -1.710 -0.178 -0.069
C -2.826 -0.397 -0.388
H 1.751 -1.939 0.322
H 1.334 1.648 0.410
H -0.150 1.685 -0.857
H -0.312 -0.233 1.564
H -3.821 -0.572 -0.867
N 0.617 -0.268 -0.341
S 3.227 -0.084 -0.223
*
```

Results
Kohn-Sham gap ... 9.015 eV
Structure (SMILES) ... C#C[C@@H]1CN1C=S

Results of the Mulliken charge analysis, in e, for atoms 1 through 6:
1. C -0.080
2. C -0.510
3. C -0.079
4. C -0.984
5. C 0.433
6. H 0.313

Quick ranking, most stable first: version w, version x.

Version w
Computed, not measured: the molecule C4H12N2O2, with ωB97M-V with the def2-TZVPD basis set.

```
! wB97M-V def2-TZVPD RIJCOSX def2/J DEFGRID3
* xyz 0 1
C -0.627 0.336 -1.166
C -1.241 -0.993 -1.581
O -0.486 0.329 1.710
O -1.761 -0.372 1.818
H -2.316 0.371 1.523
H -1.365 0.944 -0.633
H -0.370 0.871 -2.088
H -1.660 -1.540 -0.733
H -0.502 -1.635 -2.070
H -2.051 -0.816 -2.298
C 1.294 1.514 -0.245
N 1.732 -0.638 1.546
C 0.474 -0.462 0.878
N 0.675 0.191 -0.388
H 1.554 -0.832 2.525
H 2.189 -1.445 1.135
H 0.047 -1.460 0.742
H 2.291 1.458 0.204
H 1.439 1.974 -1.230
H 0.684 2.204 0.349
*
```

Results
Kohn-Sham gap ... 9.816 eV
Structure (SMILES) ... CCN(C)[C@@H](N)OO

Results of the Mulliken charge analysis, in e, for atoms 1 through 6:
1. C -0.269
2. C -1.298
3. O -0.310
4. O -0.358
5. H 0.334
6. H 0.238

Version x
Computed, not measured: a cluster of 2 separate species, C4H12N2O2 in total, with ωB97M-V with the def2-TZVPD basis set.

```
! wB97M-V def2-TZVPD RIJCOSX def2/J DEFGRID3
* xyz 0 1
C -1.448 -0.932 1.841
N -1.004 -0.065 0.902
C 0.412 0.304 0.831
C 1.184 -0.591 -0.111
N 0.703 -0.343 -1.474
C 1.681 -0.473 -2.553
O -0.753 -1.387 2.731
H -2.511 -1.201 1.714
H -1.603 0.263 0.163
H 0.464 1.275 0.338
H 0.779 0.364 1.857
H 1.165 -1.665 0.120
H 2.239 -0.303 -0.071
H -0.112 -0.910 -1.667
H 2.661 -0.786 -2.190
H 1.424 -1.261 -3.258
H 1.813 0.460 -3.086
H -0.482 1.866 -1.339
H -0.484 3.318 -1.704
O -0.998 2.680 -1.197
*
```

Results
Kohn-Sham gap ... 10.057 eV
Structure (SMILES) ... CNCCNC=O.O

Results of the Mulliken charge analysis, in e, for atoms 1 through 6:
1. C -0.010
2. N -0.018
3. C -0.902
4. C -0.451
5. N -0.159
6. C -0.934

Version y
Computed, not measured: a cluster of 2 separate species, C4H12N2O2 in total, with ωB97M-V with the def2-TZVPD basis set.

```
! wB97M-V def2-TZVPD RIJCOSX def2/J DEFGRID3
* xyz 0 1
C 1.268 -1.242 0.165
N -0.779 -0.387 1.408
C 0.247 -0.152 0.413
C 0.606 1.222 0.299
O -1.443 -1.621 1.188
O -0.092 -0.527 2.688
H -0.777 -2.322 1.302
H -0.785 -0.284 3.316
H 1.846 -1.461 1.070
H 0.811 -2.174 -0.179
H 1.968 -0.926 -0.609
H 1.654 1.439 0.100
H 0.167 1.892 1.034
C -0.820 1.450 -1.948
N -1.026 0.117 -1.866
H -0.384 -0.394 -2.469
H -0.708 -0.229 -0.806
H -1.624 2.091 -1.596
H -0.196 1.858 -2.738
H 0.068 1.649 -0.771
*
```

Results
Kohn-Sham gap ... 8.803 eV

Results of the Mulliken charge analysis, in e, for atoms 1 through 6:
1. C -1.571
2. N -0.192
3. C 0.583
4. C -1.075
5. O -0.346
6. O -0.424

Quick ranking, most stable first: version x, version w, version y.

Version w
Computed, not measured: a cluster of 2 separate species, C4H12N2O2 in total, with ωB97M-V with the def2-TZVPD basis set.

```
! wB97M-V def2-TZVPD RIJCOSX def2/J DEFGRID3
* xyz 0 1
N 0.750 -0.853 1.593
C -0.102 -1.667 0.662
C -1.545 -1.164 0.626
N -2.106 -1.532 -0.678
H 0.600 0.387 0.985
H 0.370 -0.965 2.528
H 1.675 -1.267 1.595
H 0.314 -1.515 -0.338
H -0.110 -2.740 0.862
H -2.096 -1.683 1.418
H -1.589 -0.091 0.826
H -3.099 -1.337 -0.704
H -1.658 -0.947 -1.373
O 0.071 0.909 -1.657
C 0.712 1.569 -0.855
O 0.767 1.366 0.428
C 1.614 2.674 -1.357
H 1.806 3.440 -0.607
H 2.556 2.301 -1.756
H 1.068 3.116 -2.195
*
```

Results
Kohn-Sham gap ... 10.031 eV
Structure (SMILES) ... CC(=O)O.NCCN

Results of the Mulliken charge analysis, in e, for atoms 1 through 6:
1. N -0.484
2. C -0.759
3. C -0.362
4. N -0.703
5. H 0.448
6. H 0.254

Version x
Computed, not measured: a cluster of 2 separate species, C4H12N2O2 in total, with ωB97M-V with the def2-TZVPD basis set.

```
! wB97M-V def2-TZVPD RIJCOSX def2/J DEFGRID3
* xyz 0 1
C -1.510 -0.079 0.807
N -1.052 -0.764 -0.397
C -1.058 0.126 -1.526
C 0.173 -1.447 -0.131
C 1.458 -0.558 -0.189
N 1.582 0.079 1.065
O -2.343 0.837 0.708
H -1.683 -0.856 1.577
H -0.506 1.025 -1.271
H -2.087 0.374 -1.758
H -0.579 -0.360 -2.382
H 0.059 -1.798 0.896
H 0.299 -2.363 -0.698
H 2.293 -1.150 -0.544
H 1.307 0.219 -0.966
H 2.573 0.132 1.313
H 1.028 1.353 0.855
H -0.482 0.363 1.192
H -0.083 2.608 1.013
O 0.612 2.258 0.435
*
```

Results
Kohn-Sham gap ... 5.293 eV

Results of the Mulliken charge analysis, in e, for atoms 1 through 6:
1. C -0.013
2. N 0.185
3. C -0.940
4. C -0.881
5. C -0.257
6. N -0.726

Version y
Computed, not measured: a cluster of 2 separate species, C4H12N2O2 in total, with ωB97M-V with the def2-TZVPD basis set.

```
! wB97M-V def2-TZVPD RIJCOSX def2/J DEFGRID3
* xyz 0 1
C -0.884 -1.118 -1.851
N 0.203 -0.121 -2.037
C 1.546 -0.751 0.017
C 0.913 0.316 -0.878
C 0.121 1.353 -0.067
N -0.635 2.237 -0.780
O 0.343 1.448 1.127
H -1.758 -0.731 -2.365
H -0.529 -2.139 -1.973
H -1.223 -1.042 -0.808
H 0.812 -0.502 -2.754
H 0.774 -1.431 0.370
H 2.063 -0.385 0.888
H 2.219 -1.328 -0.622
H 1.729 0.978 -1.259
H -1.271 2.871 -0.328
H -0.745 2.043 -1.762
H -1.698 -2.254 4.603
H -0.977 -1.482 3.603
O -1.191 -2.412 3.816
*
```

Results
Kohn-Sham gap ... 9.945 eV
Structure (SMILES) ... CN[C@H](C)C(N)=O.O

Results of the Mulliken charge analysis, in e, for atoms 1 through 6:
1. C -0.901
2. N -0.428
3. C -1.259
4. C 0.435
5. C 0.206
6. N -0.365

Version z
Computed, not measured: the molecule C4H12N2O2, with ωB97M-V with the def2-TZVPD basis set.

```
! wB97M-V def2-TZVPD RIJCOSX def2/J DEFGRID3
* xyz 0 1
C -1.445 -0.739 1.315
C -0.119 0.200 -0.726
C -0.419 0.277 0.818
N -0.851 1.651 1.169
O -1.258 -0.138 -1.470
O 0.377 1.417 -1.204
H -0.861 -0.377 -2.323
H 0.058 2.052 -0.525
H -0.982 1.727 2.176
H -1.770 1.815 0.745
H -1.517 -0.710 2.408
H -2.443 -0.551 0.899
H -1.155 -1.760 1.049
C 2.265 -0.570 -0.990
N 0.854 -0.881 -0.882
H 0.596 -1.761 -0.452
H 0.681 -0.117 1.072
H 2.511 0.313 -1.585
H 2.769 -1.400 -1.496
H 2.709 -0.448 0.002
*
```

Results
Kohn-Sham gap ... 9.561 eV
Structure (SMILES) ... CNC(O)(O)[C@H](C)N

Results of the Mulliken charge analysis, in e, for atoms 1 through 6:
1. C -1.331
2. C 0.486
3. C 0.471
4. N -0.812
5. O -0.519
6. O -0.582

Quick ranking, most stable first: version w, version y, version z, version x.

Version w
Computed, not measured: a cluster of 2 separate species, C4H12N2O2 in total, with ωB97M-V with the def2-TZVPD basis set.

```
! wB97M-V def2-TZVPD RIJCOSX def2/J DEFGRID3
* xyz 0 1
C -0.233 -0.714 -1.608
C -0.463 0.769 -1.157
C 0.247 1.082 0.177
C -0.655 0.639 1.289
N -1.461 1.635 1.813
O -0.783 -0.501 1.682
N 0.909 -0.903 -2.476
H -0.023 -1.280 -0.692
H -1.147 -1.093 -2.054
H -1.549 0.828 -1.009
H -0.161 1.406 -1.988
H 0.528 2.117 0.365
H 1.146 0.469 0.159
H -1.777 1.572 2.762
H -1.510 2.583 1.490
H 1.715 -0.340 -2.273
H 0.676 -0.819 -3.455
H 1.750 -3.251 2.371
H 0.990 -1.887 2.435
O 1.802 -2.312 2.169
*
```

Results
Kohn-Sham gap ... 9.705 eV
Structure (SMILES) ... NCCCC(N)=O.O

Results of the Mulliken charge analysis, in e, for atoms 1 through 6:
1. C -0.587
2. C -0.563
3. C -0.671
4. C 0.549
5. N -0.417
6. O -0.621

Version x
Computed, not measured: a cluster of 3 separate species, C4H12N2O2 in total, with ωB97M-V with the def2-TZVPD basis set.

```
! wB97M-V def2-TZVPD RIJCOSX def2/J DEFGRID3
* xyz 0 1
C 0.047 0.238 0.577
C -2.757 0.089 -0.121
C 0.576 0.522 -1.712
C -0.353 -0.578 1.757
N 0.055 -0.287 -0.667
N 2.943 -0.229 -0.276
O 1.927 -0.779 0.419
O -1.609 0.887 -0.187
H 0.485 1.216 0.764
H 3.519 -0.948 -0.708
H 3.502 0.415 0.280
H -2.773 -0.681 -0.902
H -2.891 -0.401 0.854
H -3.628 0.741 -0.279
H 0.055 0.315 -2.646
H 1.648 0.227 -1.810
H 0.581 1.597 -1.507
H 0.537 -0.803 2.348
H -1.062 -0.021 2.372
H -0.802 -1.519 1.443
*
```

Results
Kohn-Sham gap (alpha / beta) ... 8.750 / 7.964 eV

Results of the Mulliken charge analysis, in e, for atoms 1 through 6:
1. C 0.998
2. C -0.646
3. C -0.802
4. C -1.725
5. N -0.421
6. N -0.402

Version y
Computed, not measured: a cluster of 2 separate species, C4H12N2O2 in total, with ωB97M-V with the def2-TZVPD basis set.

```
! wB97M-V def2-TZVPD RIJCOSX def2/J DEFGRID3
* xyz 0 1
C -0.277 -1.324 2.421
C 0.131 -1.081 0.990
N -0.664 -0.066 0.440
C -1.468 -0.336 -0.745
C -0.887 0.799 -1.701
N 0.379 0.646 -2.189
O -1.382 1.854 -1.530
H -1.270 -1.902 2.423
H 0.405 -2.056 2.806
H -0.388 -0.469 2.922
H 1.235 -0.700 0.864
H 0.285 -1.886 0.251
H -1.132 0.524 1.092
H -1.124 -1.286 -1.227
H -2.506 -0.295 -0.608
H 0.778 -0.156 -2.410
H 0.931 1.334 -2.676
H 1.598 2.177 -0.407
H 2.909 1.921 -0.030
O 2.449 2.303 -0.685
*
```

Results
Kohn-Sham gap ... 9.136 eV
Structure (SMILES) ... CCNCC(N)=O.O

Results of the Mulliken charge analysis, in e, for atoms 1 through 6:
1. C -1.333
2. C -0.306
3. N -0.088
4. C -0.780
5. C 0.511
6. N -0.325

Quick ranking, most stable first: version w, version y, version x.